A 2-piece molecular cluster, C6H14NO overall at a distorted geometry, computed with wB97M-V/def2-TZVPD.

CARTESIAN COORDINATES (ANGSTROEM)
1 C -3.916 -0.547 -0.293
2 C -2.929 0.512 0.269
3 C -1.529 0.515 -0.184
4 C 2.041 0.462 1.201
5 O 2.697 1.756 0.954
6 C 0.917 0.290 0.237
7 C -0.400 0.479 0.612
8 N 4.192 -1.352 -1.149
9 H -3.408 -1.520 -0.244
10 H -4.831 -0.662 0.286
11 H -3.373 1.557 -0.078
12 H -2.931 0.350 1.407
13 H -1.347 0.382 -1.274
14 H 3.257 -1.028 -1.277
15 H 2.781 -0.262 1.019
16 H 1.553 0.354 2.191
17 H 2.297 2.097 0.052
18 H 1.099 0.073 -0.794
19 H -0.705 0.539 1.689
20 H -4.117 -0.513 -1.377
21 H 4.619 -1.082 -2.006
22 H 4.033 -2.399 -1.241

Output
E, Ha: -366.628887
HOMO energy, eV: -13.5
Largest force on an atom, eV/A: 3.47
Frontier orbital gap, eV: 6.4
Total charge: +1
ΔE to the lowest compared entry with this formula, charge and spin, kJ/mol: 363.2

=====

C23H35Br45ClNO6P3 as an isolated structure at a distorted geometry, computed with wB97M-V/def2-TZVPD.

CARTESIAN COORDINATES (ANGSTROEM)
1 C 0.884 3.770 -0.204
2 C 1.640 3.340 0.746
3 C 1.895 1.960 1.142
4 O 1.774 1.021 0.184
5 P 2.256 -0.450 0.945
6 C 0.613 -1.406 0.711
7 P -0.333 -1.025 -0.779
8 O -1.327 0.002 -0.639
9 O -1.142 -2.387 -1.160
10 O 0.599 -0.779 -2.052
11 C 3.083 -2.061 1.747
12 Cl 2.385 -2.478 3.415
13 C 4.520 -1.847 1.996
14 C 5.306 -1.765 0.720
15 O 1.618 0.109 2.458
16 C 1.097 1.373 2.308
17 P 1.354 2.117 3.966
18 N 0.629 0.945 5.014
19 O 0.315 3.404 4.042
20 H 1.323 4.423 -0.884
21 H -0.125 3.510 -0.246
22 H 2.176 4.062 1.277
23 H 2.859 2.037 1.582
24 H 2.675 -1.061 -0.322
25 H 3.538 0.168 1.104
26 H -0.049 -1.339 1.561
27 H 0.877 -2.423 0.634
28 H -1.986 -2.325 -0.772
29 H 1.300 -1.394 -1.957
30 H 2.903 -2.935 1.180
31 H 4.944 -2.633 2.565
32 H 4.644 -0.984 2.574
33 H 6.332 -1.725 0.945
34 H 5.039 -2.510 0.029
35 H 5.069 -0.837 0.284
36 H 0.104 1.349 1.902
37 H -0.275 0.786 4.617
38 H 1.101 0.088 4.845
39 H 0.064 3.567 4.911
40 C -0.475 7.389 0.518
41 Br -2.106 6.964 -0.403
42 Br -0.367 9.279 0.900
43 Br -0.202 6.324 2.091
44 H 0.331 7.154 -0.151
45 C -0.766 -1.843 -4.579
46 Br -0.286 -3.702 -4.447
47 Br 0.181 -0.947 -5.998
48 Br -2.669 -1.611 -4.752
49 H -0.478 -1.376 -3.650
50 C -4.182 2.359 -3.834
51 Br -4.177 3.997 -2.844
52 Br -5.749 1.304 -3.457
53 Br -3.948 2.640 -5.728
54 H -3.327 1.800 -3.496
55 C 9.550 -2.985 1.501
56 Br 9.686 -1.411 2.602
57 Br 8.011 -4.041 1.964
58 Br 9.569 -2.546 -0.374
59 H 10.418 -3.585 1.695
60 C 4.071 -3.797 -3.727
61 Br 5.733 -3.205 -4.499
62 Br 3.977 -5.720 -3.623
63 Br 3.774 -2.992 -2.001
64 H 3.279 -3.466 -4.373
65 C 1.426 -8.856 -2.821
66 Br 0.931 -7.162 -3.593
67 Br 3.073 -8.758 -1.826
68 Br 0.000 -9.581 -1.752
69 H 1.591 -9.536 -3.634
70 C -5.800 -2.853 0.293
71 Br -5.363 -2.342 2.095
72 Br -5.770 -1.336 -0.874
73 Br -4.643 -4.238 -0.379
74 H -6.793 -3.259 0.300
75 C -1.421 -3.724 3.738
76 Br -1.337 -2.083 4.744
77 Br -2.928 -4.814 4.280
78 Br -1.407 -3.397 1.842
79 H -0.533 -4.280 3.968
80 C 0.999 2.755 -7.906
81 Br 2.173 1.273 -8.279
82 Br 1.832 4.049 -6.751
83 Br 0.342 3.563 -9.527
84 H 0.149 2.361 -7.380
85 C -1.283 -4.698 7.751
86 Br -2.288 -6.244 8.310
87 Br -0.715 -3.633 9.251
88 Br 0.196 -5.181 6.624
89 H -1.943 -4.088 7.160
90 C -7.551 5.316 -0.356
91 Br -8.918 4.614 -1.519
92 Br -6.336 3.946 0.223
93 Br -6.623 6.801 -1.161
94 H -8.045 5.691 0.524
95 C -8.490 7.084 3.528
96 Br -9.860 6.381 2.364
97 Br -7.270 5.713 4.107
98 Br -7.564 8.568 2.723
99 H -8.984 7.457 4.403
100 C -3.984 -10.570 -2.538
101 Br -3.048 -10.136 -4.162
102 Br -3.125 -12.011 -1.589
103 Br -4.216 -9.022 -1.419
104 H -4.962 -10.912 -2.816
105 C -2.104 12.053 3.046
106 Br -3.725 11.029 2.909
107 Br -2.146 13.610 1.912
108 Br -1.705 12.513 4.873
109 H -1.305 11.427 2.696
110 C 5.899 1.437 -4.682
111 Br 7.219 2.715 -4.103
112 Br 6.652 0.147 -5.901
113 Br 5.027 0.584 -3.196
114 H 5.147 1.979 -5.222

Output
E, Ha: -118718.368661
HOMO energy, eV: -5.6
Largest force on an atom, eV/A: 3.41
Frontier orbital gap, eV: 6.5
Total charge: -1

=====

C14H14F5IN2Ru as an isolated structure at a distorted geometry, computed with wB97M-V/def2-TZVPD.

CARTESIAN COORDINATES (ANGSTROEM)
1 C 2.306 2.696 0.776
2 C 2.577 1.370 -0.212
3 H 2.105 3.638 0.245
4 H 3.374 2.793 1.071
5 H 1.915 2.580 1.816
6 H 2.165 1.353 -1.255
7 H 3.611 1.631 -0.457
8 H 2.764 0.446 0.362
9 C -2.619 1.286 0.375
10 C -3.897 0.990 -0.104
11 C -4.041 -0.073 -0.996
12 C -2.907 -0.771 -1.379
13 H -2.464 2.115 1.058
14 H -4.743 1.593 0.225
15 H -5.018 -0.360 -1.395
16 H -2.949 -1.607 -2.082
17 N -1.522 0.634 -0.008
18 C -1.651 -0.404 -0.851
19 C -0.444 -1.186 -1.160
20 N 0.741 -0.664 -0.816
21 C 1.860 -1.330 -1.102
22 C 0.654 -3.208 -1.931
23 C 1.870 -2.628 -1.601
24 H 2.812 -0.833 -0.943
25 H 2.839 -3.110 -1.717
26 C -0.510 -2.473 -1.732
27 H -1.488 -2.869 -1.974
28 H 0.608 -4.219 -2.341
29 Ru 0.705 1.539 0.440
30 I -0.421 3.763 -0.436
31 F 1.281 0.998 3.286
32 C 0.926 0.232 2.174
33 F 1.947 -0.703 1.963
34 C -0.305 -0.587 2.568
35 F -0.077 -1.266 3.720
36 F -1.410 0.172 2.778
37 F -0.593 -1.537 1.635

Output
E, Ha: -1542.512346
HOMO energy (spin up / spin down), eV: -15.7 / -15.7
Multiplicity: 5
Largest force on an atom, eV/A: 8.73
Frontier orbital gap (spin up / spin down), eV: 7.1 / 4.5
Total charge: +2

=====

A 2-piece molecular cluster, C38H67BN3O6P2S overall at a distorted geometry, computed with wB97M-V/def2-TZVPD.

CARTESIAN COORDINATES (ANGSTROEM)
1 C 0.824 3.652 5.215
2 C 0.045 4.341 4.098
3 O -0.226 3.458 2.983
4 P 0.892 3.322 1.857
5 O 2.208 3.816 2.301
6 C 0.930 1.586 1.411
7 C 1.686 0.800 2.479
8 C 1.876 -0.695 2.107
9 C 3.198 -0.983 1.446
10 C 3.595 -0.317 0.292
11 C 4.814 -0.565 -0.317
12 N 5.125 0.180 -1.483
13 C 5.358 1.426 -1.304
14 C 6.194 1.949 -0.155
15 C 4.783 2.451 -2.231
16 C 5.695 -1.507 0.219
17 B 7.113 -1.814 -0.394
18 O 7.269 -2.686 -1.445
19 O 8.188 -1.189 0.195
20 C 5.290 -2.172 1.372
21 C 4.060 -1.932 1.995
22 N 3.711 -2.638 3.184
23 O 3.338 -3.994 2.855
24 C 4.739 -2.578 4.167
25 C 4.465 -2.193 5.469
26 C 5.474 -2.151 6.411
27 C 6.780 -2.493 6.070
28 N 7.809 -2.432 7.036
29 C 7.072 -2.879 4.764
30 C 6.051 -2.914 3.832
31 S 6.362 -3.358 2.147
32 O 0.431 4.045 0.507
33 C 0.082 5.443 0.638
34 C -1.414 5.620 0.932
35 H 1.472 4.379 5.702
36 H 0.127 3.290 5.970
37 H 1.435 2.844 4.825
38 H -0.926 4.649 4.481
39 H 0.569 5.235 3.767
40 H 1.446 1.544 0.453
41 H -0.080 1.200 1.252
42 H 1.206 0.869 3.456
43 H 2.684 1.221 2.601
44 H 1.805 -1.264 3.031
45 H 1.047 -1.045 1.484
46 H 2.947 0.434 -0.137
47 H 5.595 2.089 0.747
48 H 6.656 2.900 -0.415
49 H 6.997 1.239 0.039
50 H 3.902 2.892 -1.756
51 H 5.485 3.272 -2.393
52 H 4.507 2.024 -3.193
53 H 8.151 -3.073 -1.418
54 H 9.002 -1.317 -0.303
55 H 3.948 -4.573 3.332
56 H 3.452 -1.922 5.734
57 H 5.262 -1.843 7.427
58 H 8.703 -2.509 6.566
59 H 7.832 -1.518 7.476
60 H 8.082 -3.126 4.462
61 H 0.358 5.959 -0.276
62 H 0.688 5.866 1.441
63 H -1.904 4.658 0.785
64 H -1.851 6.332 0.235
65 H -1.576 5.944 1.957
66 C -0.373 0.099 -1.768
67 C -1.016 -0.656 -2.928
68 C -2.006 0.201 -3.717
69 C -3.362 0.433 -3.034
70 P -4.568 -0.906 -3.089
71 C -4.672 -1.435 -4.820
72 C -4.911 -0.405 -5.934
73 C -6.310 0.204 -6.071
74 C -7.455 -0.805 -6.077
75 C -6.187 -0.240 -2.663
76 C -6.500 0.335 -1.271
77 C -6.601 -0.652 -0.109
78 C -7.445 -1.892 -0.386
79 C -4.130 -2.468 -2.291
80 C -3.916 -2.705 -0.785
81 C -3.109 -1.666 0.015
82 C -1.724 -2.171 0.418
83 H -1.116 0.492 -1.070
84 H 0.290 -0.560 -1.208
85 H 0.221 0.937 -2.137
86 H -1.493 -1.567 -2.559
87 H -0.221 -0.977 -3.604
88 H -2.166 -0.253 -4.698
89 H -1.554 1.175 -3.908
90 H -3.861 1.260 -3.553
91 H -3.230 0.792 -2.011
92 H -5.403 -2.245 -4.873
93 H -3.710 -1.916 -5.022
94 H -4.675 -0.908 -6.874
95 H -4.185 0.408 -5.842
96 H -6.334 0.762 -7.008
97 H -6.481 0.956 -5.298
98 H -7.430 -1.417 -6.980
99 H -8.414 -0.289 -6.056
100 H -7.433 -1.476 -5.217
101 H -6.946 -0.965 -2.963
102 H -6.304 0.602 -3.349
103 H -7.457 0.854 -1.363
104 H -5.762 1.102 -1.023
105 H -7.016 -0.124 0.751
106 H -5.597 -0.945 0.197
107 H -8.500 -1.636 -0.492
108 H -7.357 -2.601 0.436
109 H -7.134 -2.416 -1.293
110 H -3.249 -2.828 -2.830
111 H -4.929 -3.149 -2.608
112 H -3.437 -3.681 -0.686
113 H -4.892 -2.841 -0.320
114 H -3.647 -1.432 0.935
115 H -3.020 -0.724 -0.530
116 H -1.811 -2.985 1.138
117 H -1.142 -1.378 0.886
118 H -1.161 -2.545 -0.440

Output
E, Ha: -3209.541687
HOMO energy, eV: -9.4
Largest force on an atom, eV/A: 1.92
Frontier orbital gap, eV: 7.3
Total charge: +1